Here is a single C15H21F2NOSi molecule from the OMol25 dataset. Energies are from ωB97M-V with the def2-TZVPD basis set.

Results
total energy: -32747.789 eV
SMILES: C[Si](C)(CCC(F)(F)[C@H]1CNC(=O)C1)c1ccccc1

The geometry in ORCA input format:
```
! wB97M-V def2-TZVPD RIJCOSX def2/J DEFGRID3
* xyz 0 1
C -0.375 -0.905 3.895
Si -0.346 -1.000 2.028
C 0.975 -2.234 1.512
C 0.056 0.700 1.298
C 1.022 0.659 0.114
C 1.264 2.015 -0.524
F 0.073 2.699 -0.667
F 2.026 2.780 0.343
C 1.972 1.963 -1.864
C 1.113 1.795 -3.119
N 2.062 2.051 -4.234
C 3.200 2.702 -3.693
O 4.216 2.877 -4.312
C 2.900 3.104 -2.263
C -1.980 -1.649 1.380
C -3.074 -1.917 2.208
C -4.265 -2.418 1.692
C -4.382 -2.659 0.331
C -3.310 -2.394 -0.514
C -2.124 -1.896 0.010
H 0.615 -0.629 4.263
H -1.095 -0.177 4.273
H -0.625 -1.886 4.303
H 1.985 -1.913 1.769
H 0.758 -3.190 1.990
H 0.915 -2.401 0.434
H 0.524 1.266 2.110
H -0.849 1.239 1.019
H 0.648 -0.003 -0.674
H 2.004 0.300 0.427
H 2.606 1.065 -1.836
H 0.699 0.790 -3.202
H 0.310 2.528 -3.159
H 2.377 1.194 -4.673
H 2.395 4.073 -2.307
H 3.804 3.164 -1.666
H -2.994 -1.732 3.272
H -5.099 -2.625 2.348
H -5.306 -3.055 -0.071
H -3.400 -2.579 -1.577
H -1.295 -1.700 -0.664
*
```